No. 1
A single C4H4O2 molecule, computed with ωB97M-V with the def2-TZVPD basis set.

Cartesian coordinates (Å):
O -0.15 -2.69 0.23
C 0.66 -1.84 0.47
O 0.39 -0.63 1.00
C -0.61 0.04 0.22
C -0.27 1.45 0.05
C -0.01 2.59 -0.23
H 1.73 -1.91 0.22
H -0.59 -0.42 -0.77
H -1.61 -0.11 0.63
H 0.21 3.60 -0.49

Values from the calculation:
HOMO-LUMO gap (hartree): 0.419
SMILES: C#CCOC=O
ΔE to the lowest compared entry with this formula, charge and spin (kcal/mol): 45.99
HOMO level (eV): -10.53

=====

No. 2
A molecular structure, C47H53BrFN9O3PSTeW in a non-equilibrium geometry, computed with ωB97M-V with the def2-TZVPD basis set.

Cartesian coordinates (Å):
W 0.33 -0.25 0.29
C 1.13 6.46 0.73
C 0.47 5.17 1.16
O 0.28 4.95 2.34
N 0.11 4.26 0.18
C -0.54 3.02 0.58
C -1.77 2.57 -0.26
C -3.87 3.07 -0.93
C -4.35 1.94 -1.71
C -3.69 0.81 -1.94
C -2.43 0.43 -1.25
N -1.56 1.13 -0.61
H 0.35 7.22 1.02
H 1.26 6.65 -0.35
H 2.05 6.56 1.32
H 0.47 4.39 -0.75
H -0.75 3.18 1.63
H 0.21 2.20 0.47
H -4.54 3.90 -0.95
H -5.26 2.15 -2.26
H -4.12 0.04 -2.61
H -2.23 -0.57 -1.28
C 2.68 -2.39 6.12
C 2.34 -2.31 4.62
C 1.88 -3.41 3.94
C 1.72 -3.43 2.55
C 1.41 -4.73 1.93
O 1.08 -5.60 2.72
C 1.37 -4.96 0.43
C 2.10 -4.18 -0.45
C 2.01 -4.32 -1.81
C 1.20 -5.34 -2.33
C 0.49 -6.17 -1.47
C 0.64 -6.02 -0.11
C 1.68 -2.19 1.91
O 1.29 -1.94 0.65
C 1.95 -1.03 2.61
C 2.35 -1.09 3.92
C 1.62 0.24 1.95
N 0.26 0.52 2.02
C -0.52 0.96 3.15
C -2.04 1.00 2.88
Te -2.89 2.90 3.46
C -3.13 3.72 1.52
C -3.02 5.04 1.27
C -2.81 5.65 -0.09
C -2.35 5.02 -1.20
C -2.43 3.53 -1.43
C -3.17 2.73 0.45
C 2.56 1.37 1.84
C 3.87 1.12 1.37
C 4.64 2.24 1.14
C 4.24 3.56 1.44
C 3.00 3.75 2.04
C 2.14 2.67 2.16
H 2.96 -1.44 6.55
H 3.56 -3.04 6.16
H 1.89 -2.85 6.69
H 1.78 -4.32 4.52
H 2.71 -3.37 -0.01
H 2.64 -3.64 -2.42
H 1.06 -5.53 -3.38
H -0.05 -6.99 -1.96
H 0.16 -6.73 0.55
H 2.61 -0.20 4.51
H -0.17 1.96 3.40
H -0.29 0.37 4.06
H -2.60 0.34 3.51
H -2.32 0.78 1.80
H -3.08 5.77 2.03
H -2.86 6.70 -0.15
H -2.04 5.68 -2.00
H -2.16 3.27 -2.38
H -3.67 1.79 0.76
H 4.23 0.14 1.23
H 5.61 2.12 0.77
H 5.00 4.36 1.34
H 2.67 4.68 2.44
H 1.16 2.87 2.58
F -0.18 -1.09 -1.41
Br 1.95 0.98 -1.14
C -0.01 -1.89 -4.77
N 1.45 -1.72 -4.90
C 1.85 -1.52 -6.27
N 1.23 -0.38 -6.88
C -0.20 -0.47 -6.63
N -0.66 -0.72 -5.30
C -0.51 0.47 -4.48
P 1.26 1.04 -4.49
C 1.94 -0.69 -3.97
C 1.66 0.93 -6.31
H -0.23 -1.98 -3.72
H -0.36 -2.75 -5.29
H 1.60 -2.38 -6.91
H 2.93 -1.37 -6.33
H -0.58 -1.32 -7.19
H -0.74 0.40 -6.87
H -0.77 0.36 -3.42
H -1.11 1.26 -4.96
H 1.52 -0.88 -3.02
H 2.98 -0.62 -3.80
H 2.74 1.07 -6.44
H 1.11 1.76 -6.76
C -3.68 -3.81 4.54
C -2.36 -3.08 4.25
C -1.95 -2.88 2.81
N -1.36 -1.83 2.39
N -1.24 -1.74 1.03
C -1.69 -2.81 0.43
N -1.56 -3.09 -0.86
S -2.39 -4.00 1.47
H -4.06 -3.51 5.56
H -3.50 -4.88 4.57
H -4.47 -3.66 3.81
H -1.59 -3.54 4.82
H -2.49 -2.07 4.56
H -1.06 -2.51 -1.47
H -1.97 -3.92 -1.29

Values from the calculation:
HOMO-LUMO gap (spin up / spin down) (hartree): 0.205 / 0.100
Net charge: +1
2S+1: 3
<S²>: 2.038
ΔE to the lowest compared entry with this formula, charge and spin (kcal/mol): 31.34
HOMO level (spin up / spin down) (eV): -9.18 / -9.28

=====

No. 3
2 unconnected molecules or ions with the total composition C19H22N4O4 in a non-equilibrium geometry, computed with ωB97M-V with the def2-TZVPD basis set.

Cartesian coordinates (Å):
O 0.10 2.68 5.18
O 2.78 -1.45 -6.78
O 2.52 1.25 -2.90
O -0.41 -1.82 8.13
C -0.06 1.69 5.88
C 1.80 -1.20 -6.09
C 1.34 1.10 -3.20
C -1.36 1.34 6.43
C -1.49 0.19 7.18
C -0.32 -0.67 7.40
C 0.90 -0.31 6.86
C -1.65 -1.41 -1.95
C -0.33 -1.10 -1.91
C 0.92 0.60 1.34
C -0.31 0.62 2.01
C 1.03 0.05 0.05
C -1.46 0.09 1.39
C -0.10 -0.48 -0.61
C -1.34 -0.45 0.10
N 1.02 0.87 6.10
N -2.25 -1.03 -0.76
N 0.46 2.04 -2.85
N 1.94 -0.54 -4.94
C 0.43 -1.65 -6.55
C -0.98 2.07 -3.14
C 0.66 -1.34 -3.01
C 0.91 -0.16 -3.97
H -1.32 -1.96 8.45
H -2.19 2.00 6.24
H -2.45 -0.09 7.60
H 1.76 -0.96 7.02
H -2.15 -1.90 -2.78
H 1.80 1.02 1.82
H -0.38 1.06 3.00
H 1.98 0.06 -0.46
H -2.41 0.11 1.89
H 1.89 1.13 5.65
H -3.22 -1.18 -0.56
H 0.85 2.80 -2.31
H 2.89 -0.27 -4.71
H -0.21 -0.78 -6.68
H 0.00 -2.33 -5.83
H 0.54 -2.16 -7.51
H -1.49 1.24 -2.66
H -1.40 3.00 -2.75
H -1.15 2.03 -4.21
H 0.33 -2.21 -3.58
H 1.61 -1.61 -2.54
H -0.02 0.06 -4.49

Values from the calculation:
HOMO-LUMO gap (hartree): 0.307
SMILES: CNC(=O)[C@H](Cc1c[nH]c2ccccc12)NC(C)=O.O=c1ccc(O)c[nH]1
ΔE to the lowest compared entry with this formula, charge and spin (kcal/mol): 36.38
HOMO level (eV): -8.08

=====

No. 4
A molecular structure, C25H32ClN9O6SSeSiSr in a non-equilibrium geometry, computed with ωB97M-V with the def2-TZVPD basis set.

Cartesian coordinates (Å):
Sr -0.19 -1.79 -0.26
O -1.02 -6.21 3.41
C -1.13 -5.08 4.08
O -1.56 -5.06 5.22
C -0.68 -3.83 3.42
C -0.67 -2.58 4.04
N -0.16 -1.72 3.17
N 0.15 -2.30 2.02
C -0.16 -3.58 2.13
C -0.06 -4.47 0.92
O -0.18 -5.70 1.08
O 0.12 -3.93 -0.19
H -0.66 -6.07 2.45
H -1.03 -2.31 5.01
H -0.06 -0.69 3.27
C 3.14 5.15 -2.57
C 1.78 4.61 -2.10
N 1.61 3.20 -2.35
C 2.39 2.27 -1.55
C 3.56 1.66 -2.31
C 0.74 2.81 -3.30
O 0.18 3.59 -4.05
C 0.43 1.35 -3.38
C 0.81 0.59 -4.48
C 0.39 -0.73 -4.55
C -0.35 -1.26 -3.50
N -0.72 -0.53 -2.45
C -0.35 0.74 -2.40
H 3.17 6.23 -2.43
H 3.28 4.93 -3.62
H 3.95 4.71 -2.00
H 0.98 5.12 -2.64
H 1.66 4.79 -1.03
H 1.77 1.46 -1.19
H 2.76 2.82 -0.68
H 3.20 1.17 -3.21
H 4.02 0.90 -1.69
H 4.31 2.41 -2.58
H 1.41 1.02 -5.26
H 0.64 -1.34 -5.40
H -0.67 -2.29 -3.51
H -0.71 1.31 -1.56
C -4.06 -0.07 -3.04
N -4.36 -1.17 -2.18
C -4.88 -1.07 -0.91
C -4.89 -2.30 -0.36
N -4.38 -3.17 -1.31
C -4.03 -2.46 -2.42
S -3.46 -3.10 -3.83
H -4.98 0.35 -3.48
H -3.42 -0.44 -3.85
H -3.52 0.70 -2.49
H -5.19 -0.13 -0.51
H -5.19 -2.63 0.61
H -4.10 -4.12 -1.15
Cl 2.14 -1.04 -1.20
O -2.19 -2.00 0.53
N -2.75 -1.61 1.61
C -2.96 -0.33 1.82
C -3.61 0.06 3.00
N -4.21 0.39 3.93
C -2.67 0.65 0.84
N -2.53 1.31 -0.10
C 3.13 2.80 2.41
Si 2.27 1.49 3.51
C 2.72 1.87 5.33
C 3.04 -0.21 3.13
Se 0.06 1.57 3.29
H 4.08 3.12 2.83
H 2.49 3.66 2.29
H 3.32 2.38 1.42
H 3.79 1.83 5.49
H 2.25 1.14 5.99
H 2.36 2.85 5.63
H 4.12 -0.17 3.18
H 2.77 -0.57 2.14
H 2.70 -0.95 3.85

Values from the calculation:
HOMO-LUMO gap (hartree): 0.240
Net charge: -2
ΔE to the lowest compared entry with this formula, charge and spin (kcal/mol): 54.31
HOMO level (eV): -2.47

=====

No. 5
10 unconnected molecules or ions with the total composition C6H29NO10 in a non-equilibrium geometry, computed with ωB97M-V with the def2-TZVPD basis set.

Cartesian coordinates (Å):
C -0.21 1.81 2.90
C -0.79 2.54 1.65
C -2.25 2.33 1.54
C -2.83 1.17 1.79
C 0.12 0.33 2.82
N 0.82 -0.29 1.77
C 2.04 0.21 1.18
O -0.42 -0.33 3.70
H 0.57 2.39 3.49
H -1.12 1.83 3.59
H -0.61 3.61 1.80
H -0.25 2.17 0.78
H -2.97 3.11 1.20
H -2.37 0.18 1.96
H -3.86 0.99 1.61
H 0.61 -1.33 1.71
H 1.63 1.01 0.67
H 2.62 -0.64 0.69
H 2.90 0.61 1.92
H 3.57 1.61 -2.60
H 2.64 0.84 -3.38
O 3.16 1.66 -3.46
H 3.54 -0.67 -1.13
H 2.18 -0.01 -1.37
O 3.14 0.21 -1.32
H 0.39 1.57 -3.97
H -0.09 1.10 -2.62
O 0.04 0.80 -3.55
H -0.42 -2.69 -0.50
H -1.60 -2.79 -1.53
O -1.05 -2.26 -1.02
H -2.52 -1.81 -2.84
H -1.43 -1.01 -3.20
O -2.13 -1.47 -3.54
H -2.36 2.32 -2.64
H -1.88 3.06 -1.42
O -1.86 2.33 -1.89
H 0.41 -3.68 1.59
H 0.81 -4.61 0.50
O 0.67 -3.72 0.68
H -0.42 -2.10 3.31
H -1.25 -2.82 2.38
O -0.38 -2.92 2.90
H 0.85 -2.10 -1.59
H 0.88 -0.94 -2.47
O 1.48 -1.60 -2.10

Values from the calculation:
HOMO-LUMO gap (hartree): 0.362
SMILES: C=CCCC(=O)NC.O.O.O.O.O.O.O.O.O
ΔE to the lowest compared entry with this formula, charge and spin (kcal/mol): 114.22
HOMO level (eV): -9.65

=====

No. 6
2 unconnected molecules or ions with the total composition C5H14N2O in a non-equilibrium geometry, computed with ωB97M-V with the def2-TZVPD basis set.

Cartesian coordinates (Å):
C 2.16 1.00 -0.63
N 1.21 -0.10 -0.59
C 0.89 -0.64 0.68
N 0.33 -1.91 0.60
C 1.10 0.00 1.84
O 1.57 -1.09 -1.54
H 2.23 -1.69 -1.16
H -0.17 -2.08 -0.26
H -0.20 -2.17 1.42
H 1.69 1.86 -0.17
H 2.36 1.22 -1.68
H 3.10 0.77 -0.12
H 1.58 0.95 1.91
H 0.65 -0.38 2.74
C -1.76 1.06 -0.42
C -2.87 0.01 -0.36
H -3.21 -0.26 -1.36
H -2.10 1.95 -0.95
H -1.47 1.36 0.59
H -0.81 0.65 -0.91
H -2.53 -0.89 0.14
H -3.73 0.39 0.19

Values from the calculation:
HOMO-LUMO gap (hartree): 0.332
SMILES: C=C(N)N(C)O.CC
ΔE to the lowest compared entry with this formula, charge and spin (kcal/mol): 81.55
HOMO level (eV): -8.13

=====

No. 7
2 unconnected molecules or ions with the total composition C3H11NS2 in a non-equilibrium geometry, computed with ωB97M-V with the def2-TZVPD basis set.

Cartesian coordinates (Å):
C 3.65 -0.66 -0.41
S 1.98 -1.16 -0.52
S 1.38 0.53 -1.52
H 4.27 -1.48 -1.10
H 3.94 -0.74 0.63
H 3.86 0.30 -0.82
H 0.88 1.00 -0.38
C -1.26 -0.58 0.74
N -1.47 0.76 0.26
C -2.82 0.89 -0.15
H -0.28 -0.84 1.35
H -1.96 -0.72 1.62
H -1.33 -1.45 0.02
H -1.24 1.44 0.89
H -3.04 1.73 -0.81
H -3.37 1.14 0.78
H -3.19 -0.16 -0.61

Values from the calculation:
HOMO-LUMO gap (hartree): 0.334
SMILES: CNC.CSS
ΔE to the lowest compared entry with this formula, charge and spin (kcal/mol): 47.59
HOMO level (eV): -8.43

=====

No. 8
A molecular structure, C39H28BrCl5I2N5O4Rb, computed with ωB97M-V with the def2-TZVPD basis set.

Cartesian coordinates (Å):
Rb 0.67 1.74 -0.48
Cl -1.63 -0.97 -3.59
C -1.49 -1.82 -2.02
C -0.99 -1.12 -0.95
C -0.90 -1.85 0.21
Cl -0.32 -1.04 1.68
C -1.20 -3.21 0.31
Cl -0.92 -4.11 1.77
C -1.68 -3.87 -0.81
Cl -2.05 -5.56 -0.75
C -1.85 -3.16 -2.00
Cl -2.44 -3.99 -3.41
C 1.58 -4.18 -2.51
C 2.01 -4.36 -1.20
C 2.41 -3.27 -0.44
C 2.36 -2.00 -1.01
C 1.91 -1.80 -2.30
C 1.55 -2.90 -3.07
N 2.66 -0.82 -0.25
N 3.56 -0.96 0.58
C 3.75 0.26 1.33
C 5.04 0.71 1.52
C 5.20 1.92 2.18
C 4.07 2.59 2.64
C 2.83 2.01 2.44
N 2.67 0.85 1.80
H 1.25 -5.03 -3.09
H 1.99 -5.35 -0.76
H 2.71 -3.38 0.59
H 1.83 -0.80 -2.69
H 1.17 -2.76 -4.07
H 5.88 0.16 1.12
H 6.19 2.35 2.31
H 4.15 3.54 3.14
H 1.92 2.49 2.78
I -3.21 6.25 -1.86
C -1.59 5.40 -0.76
I 0.30 5.61 -1.68
H -1.79 4.33 -0.65
H -1.56 5.89 0.20
Br 8.38 1.23 -1.36
C 6.77 1.24 -2.37
C 6.77 0.75 -3.67
N 5.68 0.73 -4.42
C 4.55 1.19 -3.89
C 4.45 1.69 -2.59
C 5.60 1.72 -1.82
C 3.12 2.18 -2.01
O 3.16 2.59 -0.83
O 2.12 2.09 -2.76
H 7.69 0.38 -4.11
H 3.65 1.16 -4.50
H 5.54 2.12 -0.81
C -5.45 -2.28 -1.69
C -4.96 -2.00 -0.29
C -5.05 -3.00 0.68
C -4.52 -2.80 1.94
C -3.91 -1.60 2.26
C -3.86 -0.57 1.32
N -3.23 0.65 1.55
C -2.87 1.25 2.73
C -3.46 0.92 3.96
C -3.04 1.52 5.14
C -2.03 2.47 5.14
C -1.49 2.85 3.92
C -1.90 2.29 2.72
C -1.31 2.88 1.44
O -1.78 2.48 0.34
O -0.42 3.75 1.55
C -4.38 -0.77 0.03
C -4.22 0.31 -0.99
H -5.80 -3.31 -1.77
H -4.66 -2.13 -2.42
H -6.28 -1.62 -1.96
H -5.50 -3.95 0.41
H -4.55 -3.60 2.67
H -3.41 -1.49 3.21
H -2.75 1.09 0.76
H -4.26 0.20 3.99
H -3.52 1.22 6.07
H -1.69 2.92 6.06
H -0.74 3.62 3.86
H -4.42 1.30 -0.56
H -4.88 0.17 -1.85
H -3.19 0.35 -1.37

Values from the calculation:
HOMO-LUMO gap (hartree): 0.227
Net charge: -2
ΔE to the lowest compared entry with this formula, charge and spin (kcal/mol): 10.73
HOMO level (eV): -2.74

=====

no.,total energy (a.u.)
1,-305.20617
2,-6289.49318
3,-1257.23920
4,-5496.43898
5,-1053.04050
6,-383.57074
7,-971.94230
8,-7572.34536